Entry 1:
ORCA calculation (ωB97M-V/def2-TZVPD) on a structure of composition C23H18Cl4GeKN4O3 in a non-equilibrium geometry.

Cartesian coordinates (Å):
K -0.8893 1.0177 -0.9695
Cl 2.3679 -2.7623 4.2652
C 2.0344 -1.8464 2.8051
C 2.3767 -2.3860 1.5551
C 2.1145 -1.6890 0.4054
C 1.4778 -0.4032 0.4095
O 1.1907 0.1956 -0.6767
C 1.2000 0.1428 1.7095
C 0.6899 1.4836 1.9141
N 0.3551 2.2955 0.9789
C 0.0570 3.6326 1.2612
C 0.6714 4.3610 2.2456
C 0.3664 5.7249 2.4601
C -0.5480 6.3621 1.6796
C -1.1840 5.6550 0.6265
C -2.1533 6.2624 -0.2053
C -2.7215 5.5530 -1.2164
C -2.2902 4.2258 -1.4193
N -1.4225 3.6081 -0.6578
C -0.8732 4.3010 0.3909
C 1.4764 -0.6057 2.8743
H 2.8671 -3.3533 1.5136
H 2.4162 -2.0791 -0.5586
H 0.5950 1.7847 2.9672
H 1.4278 3.8808 2.8534
H 0.8745 6.2617 3.2512
H -0.7935 7.4047 1.8394
H -2.4339 7.2934 -0.0214
H -3.4703 5.9842 -1.8664
H -2.7040 3.6583 -2.2486
H 1.2483 -0.1728 3.8427
Cl -4.7084 1.6545 -2.9824
Ge -4.0256 -0.0503 -1.9153
Cl -3.4222 0.6419 0.0401
Cl -5.7620 -1.2024 -1.5114
O 4.3270 -4.3970 -0.7616
C 3.5084 -5.2728 -1.5059
N 2.1001 -5.0230 -1.3101
C 1.4920 -4.0432 -2.0358
O 2.0697 -3.4045 -2.8959
C 0.0854 -3.7122 -1.6416
C -0.8186 -4.6295 -1.1415
C -2.0842 -4.1959 -0.7791
C -2.3769 -2.8519 -0.9076
N -1.5075 -1.9523 -1.3869
C -0.3062 -2.3831 -1.7638
H 4.2960 -3.5315 -1.1876
H 3.7370 -6.2796 -1.1667
H 3.7069 -5.1874 -2.5717
H 1.6920 -5.2805 -0.4263
H -0.5556 -5.6774 -1.0541
H -2.8260 -4.8814 -0.3938
H -3.3409 -2.4857 -0.5738
H 0.3959 -1.6458 -2.1356

spin multiplicity = 2
Kohn-Sham gap (spin up / spin down) = 0.2522 / 0.1357 hartree
molecular weight = 651.94 g mol⁻¹
E_HOMO (spin up / spin down) = -6.91 / -6.91 eV


Entry 2:
ORCA calculation (ωB97M-V/def2-TZVPD) on a structure of composition C23H18CoN4O4S2.

Cartesian coordinates (Å):
Co -0.7382 -0.7093 0.9374
N 4.9851 1.6864 -3.2837
C 3.7273 1.0487 -3.2346
C 2.6223 1.6308 -3.8484
C 1.3724 1.0361 -3.7515
C 1.2253 -0.1416 -3.0375
C 2.3215 -0.7241 -2.4155
C 3.5680 -0.1361 -2.5212
S -0.3684 -0.9048 -2.8639
O -0.1134 -2.3147 -2.7138
O -1.1592 -0.4884 -4.0001
N -0.9220 -0.3761 -1.4586
C -1.2986 0.8846 -1.2453
N -1.6026 1.1003 0.0746
C -1.9794 2.3048 0.4442
C -2.0809 3.3569 -0.4566
C -1.7245 3.0590 -1.7632
N -1.3357 1.8636 -2.1757
H 5.1389 2.1994 -4.1383
H 5.7518 1.0577 -3.0989
H 2.7419 2.5623 -4.3921
H 0.4995 1.4761 -4.2134
H 2.1828 -1.6289 -1.8402
H 4.4159 -0.5728 -2.0063
H -2.1946 2.4330 1.5009
H -2.3904 4.3463 -0.1533
H -1.7435 3.8363 -2.5252
O -1.6506 -0.5270 4.8905
C -1.7275 -1.0780 3.7852
O -0.8026 -1.0600 2.9078
C -3.0010 -1.8700 3.4791
C -3.8304 -2.0929 4.5826
C -5.0027 -2.8204 4.5095
C -5.3760 -3.3462 3.2753
C -4.5829 -3.1280 2.1701
C -3.3790 -2.3894 2.2188
S -2.5844 -2.1939 0.6652
H -3.4998 -1.6609 5.5180
H -5.6138 -2.9759 5.3918
H -6.2902 -3.9234 3.1742
H -4.8777 -3.5244 1.2059
C 3.9672 0.7903 0.9850
C 3.0027 1.5417 0.3282
C 1.6871 1.0920 0.2750
C 1.2505 -0.0960 0.8824
C 2.2560 -0.8108 1.5536
C 3.5845 -0.3978 1.5967
H 4.9993 1.1254 1.0213
H 3.2815 2.4679 -0.1658
H 0.9800 1.7087 -0.2757
H 1.9852 -1.7211 2.0812
H 4.3231 -0.9954 2.1244

total charge = -2
spin multiplicity = 4
Kohn-Sham gap (spin up / spin down) = 0.2146 / 0.2172 hartree
molecular weight = 537.49 g mol⁻¹
E_HOMO (spin up / spin down) = -1.33 / -1.40 eV


Entry 3:
ORCA calculation (ωB97M-V/def2-TZVPD) on a structure of composition C23H18F2NO5S5W in a non-equilibrium geometry.

Cartesian coordinates (Å):
W 0.0106 0.3457 0.5698
O -1.4035 -1.8743 3.5007
C -0.8808 -1.2944 2.4925
O -1.2084 -0.1969 1.9751
C 0.1538 -2.1539 1.7689
C -0.3128 -2.3492 0.3241
C 0.3426 -3.6067 -0.2641
C 1.7959 -3.1463 -0.4538
C 1.7380 -1.6993 0.0561
O 0.4193 -1.3507 -0.4210
C 1.5966 -1.6964 1.5803
C 2.0948 -0.3506 2.1032
O 3.0725 -0.4545 2.9153
O 1.6099 0.6969 1.6061
H 0.1532 -3.1276 2.2800
H -1.3893 -2.2874 0.1443
H 0.2502 -4.4862 0.3796
H -0.0925 -3.8469 -1.2411
H 2.5179 -3.7677 0.0839
H 2.0476 -3.1692 -1.5203
H 2.5110 -1.0516 -0.3655
H 2.2691 -2.4565 2.0038
F -1.1773 4.2619 4.1994
C -0.4599 3.8703 3.1390
C -0.6406 2.5989 2.6205
C 0.1134 2.2045 1.5159
C 1.0534 3.0522 0.9067
C 1.2013 4.3295 1.4668
F 2.0721 5.2140 0.9592
C 0.4558 4.7423 2.5721
C 1.7924 2.5307 -0.2534
C 2.7576 3.2275 -0.9785
C 3.3837 2.6096 -2.0623
C 3.0370 1.3110 -2.4029
C 2.0730 0.6811 -1.6409
N 1.4526 1.2576 -0.5875
H -1.3576 1.9183 3.0656
H 0.5923 5.7362 2.9829
H 3.0429 4.2423 -0.7290
H 4.1373 3.1446 -2.6336
H 3.5048 0.8039 -3.2387
H 1.7607 -0.3359 -1.8601
C -2.9842 0.3750 -3.6567
S -4.3863 0.4834 -2.5217
C -4.3234 -1.1127 -1.8163
C -3.3656 -1.5609 -0.9678
S -1.9391 -0.8149 -0.2989
S -3.5848 -3.2276 -0.4153
C -5.0704 -3.5564 -1.2688
S -5.8826 -5.0164 -1.1939
S -5.6269 -2.2046 -2.2276
H -3.0051 1.2408 -4.3248
H -3.0492 -0.5288 -4.2694
H -2.0306 0.3857 -3.1259
H -0.8426 1.4587 -0.4702

total charge = +1
Kohn-Sham gap (spin up / spin down) = 0.1674 / 0.1683 hartree
molecular weight = 770.57 g mol⁻¹
E_HOMO (spin up / spin down) = -10.78 / -10.79 eV


Entry 4:
ORCA calculation (ωB97M-V/def2-TZVPD) on the molecule C23H18F2O2 in a non-equilibrium geometry.

Cartesian coordinates (Å):
C -5.7919 -0.5768 2.4601
C -4.9522 -1.7123 1.9164
O -5.1200 -2.8644 2.3084
C -3.9187 -1.3855 0.7982
C -4.8826 -1.1927 -0.3851
O -5.5231 -2.1257 -0.8514
C -5.0439 0.2093 -0.9335
C -4.8412 1.3454 -0.1267
C -5.2768 2.6066 -0.5420
C -5.7886 2.7689 -1.8353
C -5.8170 1.6724 -2.7123
C -5.4837 0.3863 -2.2592
C -2.8668 -2.4264 0.6710
C -1.7930 -2.1767 1.7806
C -2.0868 -2.4880 3.1116
C -1.1969 -2.1711 4.1338
C 0.0596 -1.6370 3.8410
C 0.3683 -1.3984 2.5060
F 1.6506 -1.0262 2.1725
C -0.5668 -1.5719 1.4870
C -2.2180 -2.6681 -0.6984
C -2.6157 -2.1195 -1.9296
C -2.1145 -2.6214 -3.1377
C -1.0485 -3.5203 -3.1344
C -0.5575 -3.9393 -1.8994
F 0.5896 -4.7026 -1.8468
C -1.1722 -3.6067 -0.6974
H -6.1577 0.0748 1.6568
H -6.6588 -1.0113 2.9753
H -5.2053 0.0420 3.1595
H -3.4187 -0.4360 1.0497
H -4.3385 1.2343 0.8366
H -5.2136 3.4562 0.1423
H -6.1308 3.7484 -2.1742
H -6.1164 1.8147 -3.7484
H -5.5455 -0.4754 -2.9222
H -3.3270 -3.3981 0.9252
H -3.0457 -2.9503 3.3490
H -1.4977 -2.3366 5.1690
H 0.7986 -1.4313 4.6139
H -0.3190 -1.2516 0.4731
H -3.3169 -1.2924 -2.0010
H -2.5624 -2.2910 -4.0762
H -0.6152 -3.8933 -4.0570
H -0.8276 -4.0606 0.2311

SMILES = CC(=O)[C@H](C(=O)c1ccccc1)C(c1cccc(F)c1)c1cccc(F)c1
Kohn-Sham gap = 0.3252 hartree
molecular weight = 364.39 g mol⁻¹
E_HOMO = -9.18 eV